Density functional theory data (ωB97M-V with the def2-TZVPD basis set) for a cluster of 2 separate species, C6H14Cl in total.

The highest occupied orbital energy (alpha / beta) is -11.0 / -11.0 eV. As for the spin multiplicity: 2. The value obtained for the total energy is -697.13629 hartree. The value obtained for the gap between HOMO and LUMO (alpha / beta) is 12.17 / 7.23 eV. The energy above the lowest of the compared OMol25 structures with the same formula, charge and spin comes out at 0.028 eV.

Last column: Löwdin spin population.
Element x y z (Å)
Cl 0.5759 2.0738 4.1481  0.8996
H 1.0546 1.6305 0.1576  0.0000
C 1.2983 0.5605 0.0843  -0.0004
C 0.0554 -0.3072 -0.1781  0.0000
C -0.4719 -0.1827 -1.6065  0.0003
C 0.4721 -0.6815 -2.6904  0.0000
C -1.0857 0.0591 0.7892  0.0082
C -0.7565 -0.1890 2.2499  0.0577
H 2.0490 0.4194 -0.7064  0.0000
H 1.7650 0.2922 1.0352  -0.0003
H 0.3076 -1.3645 -0.0039  0.0000
H -1.4011 -0.7632 -1.6699  0.0001
H -0.7197 0.8710 -1.7853  0.0000
H -0.0269 -0.6749 -3.6617  0.0000
H 1.3556 -0.0413 -2.7591  0.0000
H 0.7961 -1.7118 -2.4992  0.0000
H -1.2816 1.1357 0.6794  0.0007
H -2.0011 -0.4892 0.5085  0.0035
H -1.6137 0.0101 2.9052  -0.0007
H -0.3672 -1.2047 2.4423  0.0016
H -0.0042 0.5576 2.5609  0.0297

Atoms 1-3, force components in eV/Å:
-0.01 -0.02 -0.03
-0.08 -0.22 -0.21
0.04 -0.22 -0.06

Density functional theory data (ωB97M-V with the def2-TZVPD basis set) for an isolated molecule of C6H14Cl2O2Si at a distorted geometry.

As for the SMILES: CCCO[Si](Cl)(Cl)OCCC. The highest occupied orbital energy is -10.5 eV. The value obtained for the total energy is -1597.52601 hartree. The value obtained for the gap between HOMO and LUMO is 11.22 eV. The energy above the lowest of the compared OMol25 structures with the same formula, charge and spin comes out at 0.805 eV.

Last column: Mulliken charge in e.
Element x y z (Å)
Cl 1.9644 -1.0057 -1.1740  -0.2663
Cl -0.7164 -2.2481 0.2441  -0.2715
O 0.8961 -0.0111 1.4211  -0.2927
O -0.5228 0.6667 -0.8449  -0.2122
C 2.9183 -1.0289 3.0924  -1.0676
C -2.3712 1.8259 -3.8023  -1.2222
C 0.4520 -0.5984 2.5820  -0.5425
C -1.2794 0.4836 -2.0030  -0.6606
C 1.5516 -1.6431 3.0196  -0.3375
C -1.6834 1.9582 -2.4737  -0.2626
Si 0.3668 -0.5491 -0.0354  0.6304
H 3.0894 -0.6497 2.0999  0.2640
H 3.7225 -1.7318 3.2988  0.3569
H 3.0484 -0.2871 3.9038  0.2791
H -3.2507 2.4872 -3.7912  0.3225
H -1.7485 2.0469 -4.6292  0.3557
H -2.7429 0.8491 -4.0502  0.3530
H -0.5537 -1.1665 2.4412  0.2768
H 0.1679 0.1509 3.2500  0.4257
H -2.1934 0.0416 -1.6735  0.3347
H -0.7358 0.0742 -2.8292  0.3756
H 1.4887 -2.4499 2.2715  0.1745
H 1.1207 -2.1675 3.8523  0.4204
H -0.7443 2.5305 -2.5722  0.2900
H -2.2442 2.4223 -1.5977  0.2767

Atoms 1-3, force components in eV/Å:
0.36 -0.10 -0.28
-0.28 -0.18 -0.41
-0.47 0.63 -2.67

Density functional theory data (ωB97M-V with the def2-TZVPD basis set) for a structure of composition C6H14Cl3GeN3ORhS at a distorted geometry.

The highest occupied orbital energy (alpha / beta) is -24.7 / -25.1 eV. As for the spin multiplicity: 2. The value obtained for the total energy is -4440.83898 hartree. The value obtained for the gap between HOMO and LUMO (alpha / beta) is 5.36 / 5.61 eV. The charge is +4.

Last column: Löwdin spin population.
Element x y z (Å)
Rh -0.2194 -0.1133 -1.2684  -0.2965
C -1.1245 -0.0250 1.5700  0.0114
C -1.0188 -1.4745 1.0622  0.0185
N 0.2312 -1.7201 0.3617  0.1950
C 1.4833 -1.5806 1.0983  0.0201
C 2.5680 -0.8518 0.3001  0.0194
S 1.9892 0.7227 -0.4007  0.1795
C 1.4066 1.7154 1.0097  0.0143
C -0.0611 2.0930 0.8087  0.0086
N -0.9146 0.9480 0.4830  0.0979
H -2.1294 0.0931 1.9962  0.0027
H -0.4247 0.1628 2.3860  0.0002
H -1.1371 -2.1401 1.9380  0.0116
H -1.8570 -1.7246 0.3899  0.0013
H 0.2021 -2.6203 -0.1356  0.0026
H 1.3126 -1.1182 2.0726  0.0007
H 1.9084 -2.5789 1.3091  0.0068
H 3.4401 -0.6691 0.9385  0.0050
H 2.9039 -1.4442 -0.5553  -0.0002
H 1.6306 1.2076 1.9499  -0.0004
H 1.9970 2.6436 1.0221  0.0060
H -0.4089 2.5934 1.7334  0.0030
H -0.1621 2.8498 0.0189  0.0002
H -1.8285 1.3051 0.1784  0.0017
O 0.7221 -0.9145 -3.7576  0.3015
N 0.4731 -1.1163 -2.6722  0.3160
Cl -3.1578 -0.7535 -4.4662  0.0152
Ge -2.3077 0.6910 -3.0768  -0.0022
Cl -3.9585 1.5316 -1.9246  0.0178
Cl -1.5584 2.2879 -4.3694  0.0423

Atoms 1-3, force components in eV/Å:
1.84 0.23 3.95
-0.35 -1.00 0.60
-1.02 0.42 0.93

Density functional theory data (ωB97M-V with the def2-TZVPD basis set) for a cluster of 2 separate species, C6H14ClN2 in total at a distorted geometry.

The highest occupied orbital energy is -11.5 eV. The value obtained for the total energy is -806.37568 hartree. The value obtained for the gap between HOMO and LUMO is 7.64 eV. The energy above the lowest of the compared OMol25 structures with the same formula, charge and spin comes out at 0.935 eV. The charge is +1.

Last column: Mulliken charge in e.
Element x y z (Å)
C 1.0925 1.0384 0.3711  0.2257
C -2.2963 -0.5017 -1.7494  -1.0001
C 3.5166 0.9153 0.2437  -0.9738
C -1.1239 -1.7103 1.5975  -0.8221
C -0.0674 1.5178 -0.1030  -0.8214
C -1.5124 -0.9298 -0.6571  0.0986
N 2.2233 0.9562 -0.3423  -0.2072
N -1.9184 -1.2671 0.4829  -0.0350
Cl -1.5078 1.7483 0.8686  -0.1625
H 1.3330 0.5601 1.3158  0.3499
H -3.1469 -1.1327 -2.2136  0.3548
H -1.5534 -0.3403 -2.6118  0.3073
H -2.5547 0.5788 -1.5907  0.2826
H 3.6983 0.2243 1.0502  0.2968
H 3.6519 1.9392 0.5538  0.3848
H 4.3521 0.5566 -0.3418  0.3311
H -0.1158 -1.8297 1.3709  0.3154
H -1.4948 -0.9585 2.2874  0.3709
H -1.3401 -2.6541 1.9656  0.3361
H -0.1976 2.2459 -0.9014  0.4058
H -0.4608 -1.0015 -0.9401  0.3647
H -2.9189 -1.1211 0.7086  0.3214
H 2.3415 1.1657 -1.3651  0.2763

Atoms 1-3, force components in eV/Å:
0.59 -0.35 -0.39
-0.92 1.95 -4.40
1.08 0.51 1.17

Density functional theory data (ωB97M-V with the def2-TZVPD basis set) for an isolated molecule of C6H14ClN3O2 at a distorted geometry.

As for the SMILES: NCCOC(=O)N(N)CCCCl. The highest occupied orbital energy is -9.4 eV. The value obtained for the total energy is -1011.86351 hartree. The value obtained for the gap between HOMO and LUMO is 10.07 eV. The energy above the lowest of the compared OMol25 structures with the same formula, charge and spin comes out at 1.670 eV.

Last column: Mulliken charge in e.
Element x y z (Å)
N 0.1121 -0.7023 2.8718  -0.6034
C -1.1609 -1.0606 2.1706  -0.2900
C -0.9109 -2.1260 0.9750  -0.4934
O -1.5550 -1.7473 -0.2625  -0.3367
C -0.6022 -1.4406 -1.2694  0.5813
O 0.1784 -2.3366 -1.6332  -0.5552
N -0.5794 -0.1401 -1.8930  0.3473
N 0.4440 -0.0011 -2.8118  -0.6363
C -0.7222 0.9873 -0.9185  -0.3311
C 0.4370 2.0762 -0.9296  -0.6839
C 1.7431 1.5097 -0.1468  -0.1520
Cl 2.4174 2.7691 1.0044  -0.2147
H 0.9406 -1.0107 2.3561  0.2488
H 0.1433 0.3051 3.0486  0.2536
H -1.8395 -1.5449 2.9588  0.2733
H -1.7000 -0.1255 1.8093  0.2680
H 0.1988 -2.3504 0.8815  0.3785
H -1.3899 -3.1004 1.3449  0.2806
H 1.3814 -0.0980 -2.4108  0.2049
H 0.3421 0.8128 -3.4161  0.2924
H -0.8090 0.6012 0.1496  -0.1128
H -1.7152 1.5254 -1.1295  0.1890
H 0.6921 2.5040 -1.9455  0.2731
H 0.0691 2.9450 -0.2771  0.4395
H 2.4991 1.1748 -0.9228  0.3205
H 1.3857 0.5737 0.3961  0.0588

Atoms 1-3, force components in eV/Å:
-0.51 0.13 -0.62
-0.24 -0.41 0.12
-0.45 -0.75 2.16

Density functional theory data (ωB97M-V with the def2-TZVPD basis set) for a cluster of 2 separate species, C6H14ClNSi in total at a distorted geometry.

The highest occupied orbital energy is -7.1 eV. The value obtained for the total energy is -1041.37555 hartree. The value obtained for the gap between HOMO and LUMO is 7.83 eV. The energy above the lowest of the compared OMol25 structures with the same formula, charge and spin comes out at 3.429 eV.

Last column: Mulliken charge in e.
Element x y z (Å)
C -1.2786 -2.3556 -1.9263  -0.6518
C -1.3897 -1.0511 -1.6555  -0.0490
C 2.2330 -0.8405 0.3984  -0.9077
C 0.0212 1.8451 -0.7160  -0.9045
C -1.5029 2.1918 1.2106  -0.9509
C 1.1479 -1.7681 1.0287  -0.8470
N -0.8504 1.2219 0.2497  0.3527
Si -1.1179 -0.4296 0.1431  0.1810
Cl -2.4534 -0.9030 1.5314  -0.2951
H -1.4283 -2.8077 -2.9101  0.2816
H -1.0477 -3.1578 -1.1031  0.1220
H -1.7195 -0.3368 -2.4098  0.3184
H 3.1658 -1.4095 0.4851  0.3523
H 2.1032 -0.9743 -0.7000  0.1734
H 2.0719 0.0642 0.8733  0.3483
H -0.3780 1.8796 -1.7683  0.2558
H 0.3725 2.8604 -0.4560  0.3872
H 1.0031 1.2287 -0.7457  0.1729
H -1.1708 3.2336 0.9755  0.3745
H -2.6274 2.1346 1.0716  0.2784
H -1.1225 1.9640 2.2116  0.3031
H 0.9799 -1.7857 2.0696  0.3685
H 1.0496 -2.6807 0.4870  0.3358

Atoms 1-3, force components in eV/Å:
0.28 -1.35 1.32
-0.23 -0.23 1.14
-1.03 -4.65 -0.84

Please write out number 2 again, unchanged.
Density functional theory data (ωB97M-V with the def2-TZVPD basis set) for an isolated molecule of C6H14Cl2O2Si at a distorted geometry.

As for the SMILES: CCCO[Si](Cl)(Cl)OCCC. The highest occupied orbital energy is -10.5 eV. The value obtained for the total energy is -1597.52601 hartree. The value obtained for the gap between HOMO and LUMO is 11.22 eV. The energy above the lowest of the compared OMol25 structures with the same formula, charge and spin comes out at 0.805 eV.

Last column: Mulliken charge in e.
Element x y z (Å)
Cl 1.9644 -1.0057 -1.1740  -0.2663
Cl -0.7164 -2.2481 0.2441  -0.2715
O 0.8961 -0.0111 1.4211  -0.2927
O -0.5228 0.6667 -0.8449  -0.2122
C 2.9183 -1.0289 3.0924  -1.0676
C -2.3712 1.8259 -3.8023  -1.2222
C 0.4520 -0.5984 2.5820  -0.5425
C -1.2794 0.4836 -2.0030  -0.6606
C 1.5516 -1.6431 3.0196  -0.3375
C -1.6834 1.9582 -2.4737  -0.2626
Si 0.3668 -0.5491 -0.0354  0.6304
H 3.0894 -0.6497 2.0999  0.2640
H 3.7225 -1.7318 3.2988  0.3569
H 3.0484 -0.2871 3.9038  0.2791
H -3.2507 2.4872 -3.7912  0.3225
H -1.7485 2.0469 -4.6292  0.3557
H -2.7429 0.8491 -4.0502  0.3530
H -0.5537 -1.1665 2.4412  0.2768
H 0.1679 0.1509 3.2500  0.4257
H -2.1934 0.0416 -1.6735  0.3347
H -0.7358 0.0742 -2.8292  0.3756
H 1.4887 -2.4499 2.2715  0.1745
H 1.1207 -2.1675 3.8523  0.4204
H -0.7443 2.5305 -2.5722  0.2900
H -2.2442 2.4223 -1.5977  0.2767

Atoms 1-3, force components in eV/Å:
0.36 -0.10 -0.28
-0.28 -0.18 -0.41
-0.47 0.63 -2.67